# C15H23F3NO2PPt

A structure of composition C15H23F3NO2PPt at a distorted geometry (ωB97M-V/def2-TZVPD, OMol25).

Atoms and positions in Å:
1 H 1.34374 2.30733 2.78863
2 H -2.50177 1.88331 -0.78092
3 C 1.00112 1.29722 2.53870
4 H -4.64861 -1.14058 0.31305
5 C -3.70165 -1.33928 0.82609
6 C -3.09915 1.21009 -0.15506
7 H -0.08158 2.35235 -0.49088
8 C 1.21013 0.44547 -1.74050
9 C 2.24578 1.26242 0.46689
10 H 2.77164 -0.48697 -0.62559
11 H -3.22628 -0.60162 -2.22018
12 Pt -0.20922 -0.63107 0.73095
13 H 3.23341 1.03248 -1.40011
14 H 2.26734 1.35758 -3.35772
15 C 0.02084 -0.11860 -1.30410
16 O 0.89815 -3.38607 2.15457
17 H 0.03706 1.07219 3.01122
18 H 0.30820 1.26581 -4.93172
19 H -3.22462 1.67058 0.82851
20 H -1.77695 0.04493 -4.19036
21 H 2.48782 2.33212 0.36363
22 H 1.73726 0.55362 2.85813
23 H -1.08477 -1.97894 0.40848
24 C 3.26697 -2.94243 2.14450
25 H -2.25425 -1.99122 -1.72473
26 H 2.92394 0.82698 1.21204
27 F 3.77147 -1.93090 2.91765
28 C -2.30700 -0.89982 -1.70166
29 H -3.48131 -2.40967 0.80692
30 C 2.42637 0.52680 -0.85693
31 C 0.04054 2.36167 0.59765
32 F 4.04475 -3.01806 1.02381
33 N 0.85074 1.19677 1.06108
34 C -1.04721 -0.25638 -2.20160
35 H -0.94695 2.32110 1.07301
36 H -1.05885 -0.93251 2.11442
37 F 3.39575 -4.10781 2.83425
38 H -4.08694 1.12323 -0.63045
39 H 0.55290 3.28823 0.89899
40 C 0.22553 0.86259 -3.91987
41 H -3.75352 -1.00338 1.86514
42 P -2.37245 -0.44473 0.07011
43 C -0.93920 0.22211 -3.51339
44 C 1.30850 0.93370 -3.05705
45 C 1.77928 -2.62283 1.78087
46 O 1.65306 -1.50783 1.11350

Force components x, y, z for each atom (eV/Å):
0.02 -0.08 0.20
0.09 -0.35 0.16
-0.09 -0.07 -0.14
0.11 -0.10 0.14
-0.48 -0.55 0.23
-0.96 0.46 -0.08
0.09 -0.09 0.31
0.52 0.34 -0.22
-0.42 0.25 0.46
-0.14 0.15 -0.10
0.27 0.05 0.02
-0.64 -1.43 -0.79
-0.12 -0.13 0.06
-0.33 0.00 -0.09
-0.77 -0.03 -0.74
1.09 0.76 -0.30
0.29 0.28 -0.05
-0.04 -0.15 0.30
-0.07 0.08 -0.08
0.26 0.28 0.09
-0.03 -0.22 0.01
-0.23 0.14 0.02
1.15 -0.68 0.27
0.26 -0.16 0.06
0.18 -0.10 -0.22
-0.19 0.14 -0.31
-0.18 -0.78 -0.44
-0.18 -0.43 0.51
-0.10 0.08 0.11
0.27 -0.10 0.00
0.17 -0.07 0.19
-0.49 -0.03 0.92
0.81 0.81 0.37
0.05 0.11 -0.32
0.32 0.00 -0.11
0.08 0.21 -0.13
0.04 1.23 -0.72
0.03 0.18 0.12
-0.13 -0.12 -0.09
0.12 -0.12 -0.44
-0.17 -0.13 -0.02
-1.59 2.62 -1.43
-0.08 -0.24 0.45
-0.14 -0.16 0.52
-1.02 -0.17 -0.16
2.38 -1.67 1.48

energy relative to the best compared isomer or geometry (same formula, charge and spin): 0.0 kcal/mol
HOMO (spin up / spin down): -4.65 / -8.99 eV
charge: 0
spin multiplicity: 3
expectation value of S²: 2.009
HOMO-LUMO gap (spin up / spin down): 5.042 / 6.677 eV

Mulliken population analysis, charges in e, atoms 1 to 8:
1 H 0.378
2 H 0.348
3 C -1.161
4 H 0.406
5 C -1.177
6 C -1.680
7 H 0.334
8 C 0.849

# C15H23F9NO3P2Yb

A structure of composition C15H23F9NO3P2Yb at a distorted geometry (ωB97M-V/def2-TZVPD, OMol25).

Atoms and positions in Å:
1 F -2.32290 -1.28814 1.39703
2 P 0.95953 -2.21380 1.24756
3 H -1.77217 3.68002 -3.36804
4 H -0.20903 3.99768 -0.07545
5 F 0.10498 1.15728 3.88009
6 C 1.27975 -3.85747 0.52037
7 F -1.18120 -0.58521 3.63101
8 H 0.49263 -4.57473 0.80456
9 C 3.88834 0.16482 -2.46841
10 F -2.45742 3.26920 1.15802
11 H 1.31239 -3.78400 -0.57575
12 C 1.60044 0.85127 -2.29812
13 P -0.76113 2.07855 -1.73329
14 C -2.15185 2.81907 -2.79969
15 C -1.62056 1.35843 2.30968
16 H -1.29234 -3.61084 0.56534
17 H 4.82810 0.31347 -2.94441
18 C -1.92739 2.86299 2.35387
19 F -0.78150 3.53230 2.53108
20 H -1.32881 -1.15938 -4.59623
21 H 2.24583 -4.22107 0.89871
22 H -1.78030 -2.11641 -3.47878
23 H 0.59912 1.83892 -3.77648
24 C 2.76158 0.63814 -3.07700
25 Yb -0.99017 -0.55855 -0.25995
26 H 1.57496 -1.67603 3.54653
27 H 1.16209 3.19458 -0.93889
28 C 2.48949 -1.34897 0.71924
29 H 0.08729 4.29693 -1.86198
30 O -0.79482 0.98236 1.27433
31 H 2.19353 -3.28808 3.05009
32 H 3.30093 -2.08962 0.75016
33 C -3.11385 1.11428 2.28975
34 C 2.50613 -0.60121 -0.64058
35 H 2.74602 1.11313 -4.05855
36 C 0.12807 3.57660 -1.03010
37 H -2.52830 2.03215 -3.47564
38 H -3.01204 3.13199 -2.17566
39 O -1.94238 -1.26164 -3.90082
40 C -1.17845 0.78763 3.65962
41 F -2.80882 3.23065 3.35270
42 F -3.69013 0.09621 2.94962
43 C 0.74786 1.94515 -2.69983
44 C 1.34456 -2.59301 2.98854
45 H -2.89847 -3.85064 -0.29570
46 H 0.46982 -3.06873 3.45471
47 N 1.37662 -0.02138 -1.18009
48 H -2.72407 -2.09619 1.07426
49 F -1.95210 1.17355 4.72217
50 O -2.30496 -3.75879 0.49624
51 C 3.76568 -0.45215 -1.23480
52 F -3.60934 1.02980 1.02206
53 H 2.72966 -0.62563 1.52228
54 H 4.61303 -0.78058 -0.70375

Force components x, y, z for each atom (eV/Å):
-0.59 -0.79 -0.50
0.01 -0.29 -0.10
-0.13 -0.26 0.17
-0.15 -0.32 -0.30
-0.75 -0.21 0.19
-0.01 -0.18 -0.24
0.00 1.23 -0.03
0.34 0.10 -0.07
0.33 -0.98 0.62
0.46 -0.14 0.87
0.02 -0.16 0.22
0.33 -1.37 0.62
-0.27 2.82 -0.44
0.52 -0.71 0.31
-1.38 0.09 0.12
-2.64 -0.77 -1.47
0.69 -0.28 -0.28
1.16 2.04 0.79
-0.28 0.49 -0.04
1.08 -0.10 -1.34
-0.30 -0.10 -0.21
-0.02 0.05 -0.64
0.77 1.29 -0.38
-1.28 2.06 -0.18
0.59 1.14 0.46
-0.15 -0.23 -0.11
-0.28 0.73 0.40
0.15 0.44 -0.57
0.09 -0.05 0.56
-1.01 0.05 0.34
-0.18 0.24 -0.08
-0.06 0.25 -0.18
-2.41 -3.77 -1.67
-1.99 0.30 0.25
0.46 -0.09 0.19
0.10 -0.12 0.51
0.24 0.34 0.16
0.66 -0.12 -0.05
-0.97 0.01 2.13
0.90 -0.22 1.56
1.45 -0.19 -1.44
0.51 0.92 0.16
-2.39 -5.62 -0.65
-0.21 0.22 0.35
2.02 -0.22 0.51
0.25 0.17 -0.10
2.04 1.15 0.49
0.14 -0.48 0.66
1.19 -0.49 -1.47
0.40 1.24 0.77
-0.46 1.08 -1.02
0.25 0.27 0.14
-0.18 0.00 -0.45
0.94 -0.46 0.44

energy relative to the best compared isomer or geometry (same formula, charge and spin): 101.8 kcal/mol
HOMO (spin up / spin down): -13.76 / -14.44 eV
charge: +2
spin multiplicity: 2
expectation value of S²: 0.752
HOMO-LUMO gap (spin up / spin down): 3.818 / 4.494 eV

Mulliken population analysis, charges in e, atoms 1 to 8:
1 F -0.399
2 P 0.806
3 H 0.441
4 H 0.343
5 F -0.250
6 C -1.489
7 F -0.235
8 H 0.555

# C15H23I2N6O3S

The ion C15H23I2N6O3S with charge +1 at a distorted geometry (ωB97M-V/def2-TZVPD, OMol25).

Atoms and positions in Å:
1 H 1.00713 4.87004 3.09990
2 N 0.94030 -1.81823 0.65409
3 C -0.99359 -2.99218 -2.96430
4 H 3.08749 2.86475 0.80598
5 I 3.29111 -0.58161 3.04353
6 C 0.37745 -2.21419 1.67838
7 C -4.00953 2.45367 0.34724
8 N 0.10610 1.53523 -0.10040
9 H 4.26591 -3.11142 -0.39018
10 C -0.36593 0.26042 -0.07616
11 C -1.99052 -1.61108 -0.38931
12 H 0.68507 4.73547 0.51952
13 C -2.37622 -3.24751 -2.30876
14 H 2.23341 3.36883 -0.75912
15 C 3.14374 0.00712 0.94057
16 H 0.37858 -1.65970 -3.14674
17 H -3.06284 -3.45904 -3.15387
18 O 0.47540 3.28164 2.14581
19 H -3.95835 -2.16937 -1.26290
20 H 4.95643 -0.54921 -0.13519
21 H -1.19217 -2.36356 -0.42069
22 H 5.00534 -2.52082 1.10975
23 C 1.16810 3.89494 1.06858
24 H -2.90446 -1.16568 -2.38940
25 N 1.78588 0.33227 0.53810
26 I 3.11614 -0.94883 -2.04683
27 H 2.19277 3.32546 2.99268
28 N -2.53133 0.72695 -0.76541
29 H -2.09797 1.56561 -1.14308
30 H -2.94869 0.77190 1.35552
31 N -1.54996 -0.21268 -0.38532
32 H -3.49343 3.12876 1.05477
33 C 2.14687 2.90411 0.23607
34 H -4.00703 2.85535 -0.68558
35 H 3.70192 0.95761 0.90716
36 C 4.10563 -2.42799 0.46719
37 H -4.30755 0.31919 0.32960
38 H -2.32134 -4.08670 -1.59096
39 O -0.31772 -3.87924 -3.34921
40 C -3.42651 1.00020 0.37382
41 O -0.58808 -1.68679 -3.03446
42 H 3.25618 -2.82363 1.04669
43 N 0.71067 -0.46598 0.36043
44 H -2.59732 -1.76803 0.53016
45 S -0.09446 -2.67929 3.08181
46 C 1.67841 4.19149 2.55430
47 C -2.93465 -1.94463 -1.61223
48 C 3.93491 -0.96457 -0.03208
49 C 1.39093 1.59583 0.24389
50 H -5.07224 2.40513 0.65660

Force components x, y, z for each atom (eV/Å):
1.78 0.58 0.17
-0.67 0.13 -0.44
-0.91 0.34 0.94
-0.28 -0.04 -0.63
-0.07 0.31 -0.48
0.20 -0.21 1.83
-0.13 -0.53 0.12
-1.02 0.82 -0.82
-0.07 0.44 0.46
2.90 0.30 1.01
-1.67 -0.51 -0.35
0.27 -0.91 0.47
-0.36 1.84 -0.32
0.27 -0.73 0.25
0.65 -0.71 -0.73
-0.31 -0.29 -0.32
0.37 -0.37 0.56
0.46 0.63 -2.11
0.46 0.47 -0.25
-0.72 -0.05 -0.10
0.11 0.85 0.21
-0.50 0.24 -0.31
1.68 -0.23 2.68
-0.31 -0.09 0.71
1.70 2.66 0.22
0.28 0.21 0.35
1.11 1.51 0.25
-0.35 -0.06 0.60
0.15 -0.20 0.27
0.01 0.36 -0.66
0.00 0.40 -0.74
-0.09 -0.29 -0.61
-1.78 0.93 1.57
0.13 -0.11 0.58
-0.70 -0.44 0.07
0.26 -0.44 -0.28
0.69 0.19 -0.21
0.11 0.24 -0.70
1.03 -1.08 -0.50
-1.20 0.45 0.52
-0.37 0.02 0.59
0.25 0.36 -0.41
-0.08 -1.59 0.14
0.55 0.01 -0.34
-0.05 -0.01 -1.15
-3.95 -2.47 -1.86
1.08 -1.07 -0.19
0.13 -0.67 0.95
-1.66 -1.30 -0.87
0.60 0.11 -0.14

HOMO: -11.86 eV
charge: +1
spin multiplicity: 1
SMILES string: CCNN(CCCC(=O)O)c1nc(C[C@@H]2CO2)[n+]([C@@H](I)[C@@H](C)I)n1N=C=S
HOMO-LUMO gap: 7.974 eV

Mulliken population analysis, charges in e, atoms 1 to 8:
1 H 0.400
2 N -0.915
3 C 0.496
4 H 0.286
5 I 0.149
6 C 0.477
7 C -1.133
8 N -0.453